Density functional theory data (wB97M-V/def2-TZVPD) for 15 unconnected molecules or ions with the total composition C4H39NO15.

The geometry in XYZ format:
```
59
Properties=species:S:1:pos:R:3:forces:R:3
C 1.3287 0.4621 -0.4425 0.6 0.0 -0.3
O 2.4461 0.3211 -1.3371 0.4 -0.8 0.0
C 1.2910 -0.6961 0.5445 0.4 0.0 -0.1
C -0.1109 -1.2571 0.5904 -0.5 -0.2 0.2
C -1.0927 -0.1731 1.0304 0.0 -0.4 0.5
N -0.9988 0.0783 2.4704 0.4 -0.6 0.1
H 1.4744 1.4137 0.0710 -0.4 0.1 0.0
H 0.4170 0.4613 -1.0429 0.1 0.2 0.1
H 2.3664 0.9758 -2.0482 -0.2 0.3 -0.1
H 2.0192 -1.4596 0.2549 -0.1 0.0 -0.2
H 1.6345 -0.3509 1.5214 -0.2 -0.1 0.1
H -0.4027 -1.6259 -0.3968 0.1 0.1 -0.1
H -0.1770 -2.1212 1.2603 0.0 0.2 0.1
H -2.1176 -0.4834 0.8300 0.0 -0.2 0.0
H -0.9573 0.7166 0.3978 0.1 -0.1 0.3
H -1.6126 0.8480 2.7131 0.1 -0.6 0.2
H -0.0641 0.2981 2.7835 0.2 0.0 -0.1
H -0.8857 -0.9729 -3.7744 0.2 -0.2 0.1
H 0.1187 -2.0126 -3.1806 -0.1 0.1 0.0
O -0.8214 -1.8746 -3.3963 -0.2 0.0 -0.1
H -1.9749 -4.9175 2.9974 0.0 0.0 0.0
H -2.2852 -3.4226 3.0450 0.0 0.2 0.2
O -2.6337 -4.2660 2.7369 0.1 0.1 0.1
H 5.2539 0.6860 0.0337 -0.1 0.0 -0.2
H 3.8506 0.0626 -0.3403 0.5 0.3 0.1
O 4.5916 0.0512 0.3171 -0.3 -0.2 0.0
H 4.0074 0.3014 1.8985 0.0 0.1 0.1
H 3.9264 -0.3247 3.3204 0.0 0.0 0.0
O 3.6945 0.4642 2.8217 0.1 -0.1 -0.1
H -1.3196 2.2010 -1.1891 0.3 0.3 0.0
H -0.3737 2.8996 -0.1763 0.1 0.0 -0.1
O -0.5477 2.8134 -1.1305 -0.4 -0.1 -0.1
H -2.7025 -3.9176 1.0309 -0.2 -0.1 -0.8
H -3.6610 -4.3119 -0.1114 0.0 0.0 -0.1
O -2.8399 -3.8386 0.0504 0.1 0.0 0.7
H 1.9849 -2.8055 -2.0671 0.1 0.2 0.2
H 2.1188 -1.2380 -2.2500 0.1 -0.4 0.2
O 1.8462 -2.0755 -2.6749 0.0 0.1 -0.3
H -2.7075 0.0220 -1.2621 -0.1 0.4 0.0
H -3.5397 1.2847 -1.6585 0.0 0.0 0.0
O -2.7058 1.0355 -1.2485 -0.1 -0.4 -0.2
H 1.6373 2.9833 -3.3854 -0.1 0.0 0.0
H 0.7097 2.4783 -2.2135 0.1 0.1 -0.3
O 1.3458 2.1883 -2.9297 -0.1 0.1 0.3
H -1.8521 2.3464 1.8841 -0.2 0.2 -0.2
H -2.9462 1.5932 1.1242 0.0 0.0 0.0
O -2.7224 1.9300 2.0007 -0.9 1.0 -0.2
H -2.1016 -1.7810 -2.2372 0.0 0.0 0.0
H -2.7544 -2.3489 -0.9316 -0.2 0.7 -0.5
O -2.8044 -1.5868 -1.5718 0.2 -0.6 0.5
H -0.2331 3.9332 1.8866 0.1 0.0 0.1
H 0.4887 2.5941 2.2374 0.1 0.0 0.2
O -0.1407 3.0148 1.6135 -0.1 0.2 -0.1
H -0.1124 1.2282 -3.7113 0.0 0.1 0.0
H -1.5728 0.9844 -3.2390 0.1 0.1 0.1
O -0.9474 0.7961 -3.9519 -0.2 0.1 -0.1
H 2.1614 2.8698 3.6864 -0.2 0.1 0.2
H 2.3606 1.4484 3.2501 -0.1 -0.3 -0.1
O 1.6455 2.0768 3.4963 0.3 0.3 -0.1
```
Positions in Å, forces in eV/Å.

Properties
- Strongest force on any atom: 1.3 eV/Å
- Kohn-Sham gap: 8.8 eV
- E_HOMO: -8.596 eV
- Energy above the lowest of the compared OMol25 structures with the same formula, charge and spin: 0.0 kcal/mol
- Total energy: -1359.22722 Ha

=====

Density functional theory data (wB97M-V/def2-TZVPD) for a molecular structure, C4H3AgO4.

The geometry in XYZ format:
```
12
Properties=species:S:1:pos:R:3:forces:R:3
C 0.4490 -0.7608 2.2650 -3.2 -1.0 3.5
C 0.1307 1.5656 0.2675 0.0 0.9 1.0
O -0.6438 -0.4587 2.6156 1.5 -0.2 -1.2
O 1.3376 -0.1550 1.5243 0.6 1.3 -4.5
C 0.9793 0.4722 0.3102 2.9 0.5 2.9
H 0.3558 2.3567 -0.4486 -0.4 -0.4 -0.4
H -0.4952 1.8359 1.1181 -0.2 -0.3 -0.2
H 1.8315 0.4045 -0.3690 -0.3 -0.3 -0.2
O -0.7108 -1.7403 -1.7990 2.9 3.1 2.9
Ag -1.3550 -3.3005 -2.8525 -0.9 -2.4 -1.6
C -0.6700 -0.6382 -1.3610 -5.3 0.0 -3.1
O -1.2091 0.4185 -1.2706 2.5 -1.4 0.9
```
Positions in Å, forces in eV/Å.

Properties
- Spin multiplicity: 3
- Strongest force on any atom: 6.1 eV/Å
- <S²>: 2.0099
- Kohn-Sham gap (spin up / spin down): 5.9 / 7.7 eV
- E_HOMO (spin up / spin down): -16.960 / -20.420 eV
- Total charge: +2
- Energy above the lowest of the compared OMol25 structures with the same formula, charge and spin: 43.9 kcal/mol
- Total energy: -601.21064 Ha

=====

Density functional theory data (wB97M-V/def2-TZVPD) for a molecular structure, C4H3AlLi2O2.

The geometry in XYZ format:
```
12
Properties=species:S:1:pos:R:3:forces:R:3
C -1.2874 -0.9808 -0.3260 2.3 -2.6 -3.6
O -1.6919 -1.1137 0.9287 -0.2 2.7 -1.5
Li 0.8014 2.2377 -1.1923 2.3 1.9 -4.9
Li 0.0741 -1.7130 1.6240 0.0 -0.7 0.7
H -1.2498 -0.6626 -1.6068 -3.2 -0.5 2.0
C 0.0494 -0.8665 -0.7288 2.2 -1.5 3.5
C 1.0505 -0.3859 0.2708 -1.5 1.4 -1.2
C 1.0722 0.9159 0.6222 2.1 -0.7 0.6
O 0.2095 1.8903 0.1223 -3.3 -1.8 4.0
Al -1.3225 0.9391 0.5427 -0.2 1.2 1.0
H 0.3935 -1.6288 -1.4388 -0.2 1.0 -1.0
H 1.9010 1.3683 1.1820 -0.5 -0.4 0.4
```
Positions in Å, forces in eV/Å.

Properties
- Strongest force on any atom: 5.7 eV/Å
- Kohn-Sham gap (spin up / spin down): 6.5 / 7.0 eV
- E_HOMO (spin up / spin down): -17.539 / -17.602 eV
- Total charge: +2
- Energy above the lowest of the compared OMol25 structures with the same formula, charge and spin: 56.4 kcal/mol
- Total energy: -561.37798 Ha

=====

Density functional theory data (wB97M-V/def2-TZVPD) for a molecular structure, C4H3BiLiO.

The geometry in XYZ format:
```
10
Properties=species:S:1:pos:R:3:forces:R:3
C 0.3952 -1.6788 0.2908 -1.1 4.3 -1.2
C 1.3309 -2.4525 0.4615 3.7 -1.2 0.2
H 2.1419 -3.1369 0.6697 -0.4 -0.4 0.0
Li -1.1747 1.1679 2.0584 -0.5 -0.1 0.6
O 0.7972 1.7123 -0.8232 1.2 1.4 -0.4
C -0.3382 1.4372 -0.6527 -3.3 -3.2 0.7
C -1.5113 0.9114 -0.4157 0.5 3.2 -0.7
Bi 2.4422 0.3855 -0.6267 -0.1 -3.0 0.6
H -2.2257 1.7761 -0.5632 -0.1 -0.8 0.2
H -1.8576 -0.1222 -0.3989 0.3 -0.1 -0.1
```
Positions in Å, forces in eV/Å.

Properties
- Strongest force on any atom: 4.7 eV/Å
- Kohn-Sham gap (spin up / spin down): 6.1 / 5.9 eV
- E_HOMO (spin up / spin down): -22.907 / -22.795 eV
- Total charge: +3
- Energy above the lowest of the compared OMol25 structures with the same formula, charge and spin: 0.0 kcal/mol
- Total energy: -450.07896 Ha